<1>
C6H14N2O | ωB97M-V with the def2-TZVPD basis set

Geometry (Å):
H: 0.094 -0.983 1.874
C: -1.711 1.563 0.322
O: 2.059 0.139 0.621
H: -1.214 -1.816 -0.099
N: 0.798 -0.342 -2.008
H: 2.725 -1.165 -1.665
H: 1.498 -1.846 -0.594
H: -2.749 1.502 0.674
C: -1.302 -0.792 -0.458
N: 0.854 0.794 -1.342
C: -1.038 0.228 0.491
H: -0.438 -0.713 -1.374
H: 2.233 0.549 1.475
H: 1.138 1.977 0.278
H: 1.503 -2.268 -2.325
C: -0.605 -0.146 1.880
H: -1.724 1.863 -0.725
C: 1.223 0.965 -0.107
H: -1.220 2.348 0.900
H: -0.144 0.690 2.411
H: -2.176 -0.631 -1.090
C: 1.679 -1.469 -1.604
H: -1.483 -0.448 2.465

***

<2>
C6H14N2O | ωB97M-V with the def2-TZVPD basis set

Geometry (Å):
C: 0.802 0.461 1.309
C: 1.894 0.859 0.326
H: -1.988 2.500 0.309
H: 1.785 0.407 -0.655
H: -2.311 0.198 0.292
O: -1.604 -0.111 0.868
H: -0.622 1.925 -0.660
H: 1.928 1.937 0.176
H: 1.106 -2.263 -0.572
C: -0.117 -0.753 -1.337
H: -0.543 -2.201 0.086
H: 0.794 -0.597 1.571
H: 0.140 -3.033 -2.658
N: -0.422 0.116 -2.038
H: 1.081 0.946 2.247
H: -0.349 3.011 0.736
C: -0.944 2.184 0.355
N: -0.358 -3.138 -1.774
H: -1.346 -3.051 -1.983
C: -0.800 0.972 1.243
H: 2.863 0.533 0.695
C: 0.053 -2.114 -0.826
H: -1.043 1.214 2.289

SMILES	CC[C@@H](C)O.N#CCN

***

Unit: kcal/mol. Relative energies: <1> 66.8; <2> 0.0.

***

<1>
C6H14N2O | ωB97M-V with the def2-TZVPD basis set

Geometry (Å):
H: 0.967 1.950 -0.071
H: -0.338 1.256 2.366
N: 0.139 0.905 1.539
C: -0.970 1.144 -1.697
H: -2.034 1.199 -1.848
H: 1.378 -1.100 -1.671
H: 0.343 -2.072 0.482
O: 1.266 -0.539 2.910
H: 1.890 2.092 1.483
C: 0.716 -0.417 1.817
C: -1.180 -1.297 -1.544
C: 0.903 2.017 1.014
H: 0.084 -2.493 2.000
H: -1.061 -1.631 -2.575
H: -0.802 -2.133 -0.958
H: 0.374 2.969 1.050
N: 1.040 -0.285 -1.176
H: 1.583 0.530 -1.434
C: -0.090 -1.619 1.374
H: -1.145 -1.347 1.381
H: -2.236 -1.175 -1.322
H: -0.415 2.061 -1.810
C: -0.415 -0.018 -1.312

SMILES	CNC(C)=O.C=C(C)N

***

<2>
C6H14N2O | ωB97M-V with the def2-TZVPD basis set

Geometry (Å):
C: 0.323 1.003 1.773
H: -0.666 0.548 1.773
N: -1.857 -0.454 -1.320
C: -1.654 -1.338 -0.362
H: 0.242 2.024 2.154
H: -0.186 -1.316 -2.522
C: 0.908 0.997 0.365
H: 0.975 -0.034 0.009
H: -1.841 -2.552 1.323
H: -1.916 0.502 -0.965
C: 2.287 1.645 0.317
H: -0.097 2.549 -0.300
H: -3.195 -1.305 1.042
H: 2.250 2.665 0.705
O: 0.014 1.628 -0.564
H: 2.660 1.676 -0.706
H: 2.992 1.085 0.929
C: 0.250 -2.305 -1.791
C: -2.250 -1.739 0.749
H: 1.070 -2.850 -2.234
N: -0.251 -2.383 -0.683
H: 0.963 0.438 2.449
H: -1.019 -0.483 -2.142

SMILES	C=NC(=C)N.CC(C)O

***

<3>
C6H14N2O | ωB97M-V with the def2-TZVPD basis set

Geometry (Å):
N: 0.733 1.137 -0.362
H: -1.817 1.642 -0.368
C: -1.263 -0.385 0.190
H: -1.821 -0.259 1.113
H: -1.453 1.301 -2.531
N: 1.316 0.942 -1.639
H: 2.014 -1.432 1.468
H: 1.929 -1.371 -0.353
H: -0.836 -1.883 -1.305
O: -1.484 0.466 -2.051
C: 0.563 0.746 2.045
H: -0.350 1.344 2.088
H: 1.407 1.403 2.260
H: -0.711 -2.426 0.363
H: 0.821 0.174 -2.089
H: 0.496 -0.009 2.826
C: -1.417 0.693 -0.708
C: -1.292 -1.803 -0.320
H: 0.768 2.101 -0.045
H: -2.308 -2.199 -0.361
C: 1.711 -0.886 0.588
C: 0.720 0.075 0.690
H: 2.273 0.628 -1.500

SMILES	C=C(C)NN.C/C=C\O

***

<4>
C6H14N2O | ωB97M-V with the def2-TZVPD basis set

Geometry (Å):
H: 0.489 1.275 -1.669
C: 0.338 0.945 0.794
N: -0.901 -1.077 -0.518
H: -0.470 -1.205 -2.487
H: 1.013 0.066 2.620
H: -0.501 -0.594 1.999
H: -0.475 1.003 2.773
H: 2.561 -0.655 0.755
C: 0.105 2.242 0.574
N: -0.678 -1.789 -1.668
C: -1.961 -0.129 -0.731
O: 1.031 0.493 -1.508
C: 0.074 0.319 2.131
C: 0.792 0.021 -0.243
C: 1.764 -1.065 0.135
H: 0.064 -2.462 -1.518
H: 2.212 -1.471 -0.769
H: -2.092 0.470 0.167
H: -0.277 2.877 1.354
H: -1.781 0.538 -1.590
H: 0.311 2.736 -0.362
H: -2.882 -0.681 -0.928
H: 1.264 -1.856 0.685

***

Unit: kcal/mol. Relative energies: <1> 0.0; <2> 21.6; <3> 53.8; <4> 6.1.